Entry 1:
13
Properties=species:S:1:pos:R:3:forces:R:3:mulliken_charge:R:1 method="wB97M-V/def2-TZVPD" de_lowest_kj_mol=70.3 energy_ha=-624.38712 total_charge=+1 lumo_ev=-10.06 orbital_gap_ha=0.1166 mol_weight_g_mol=221.88 homo_energy_ev=-13.236
In 0.971041 0.114848 -2.721701 -0.436 0.316 0.397 0.956
C 1.454807 -0.956081 2.338737 -0.240 0.332 0.213 -0.939
C 0.662304 -0.495908 1.175955 2.203 2.448 -2.547 -0.093
O 1.212783 0.486929 0.230391 -1.691 -2.953 2.283 -0.278
H 2.509987 -0.894561 2.072430 0.000 -0.259 0.519 0.310
H 1.083679 -1.949222 2.591755 0.470 -0.372 -0.262 0.333
H 1.189971 -0.419186 3.249615 0.463 0.510 -0.026 0.300
H -0.297681 -0.044182 1.425911 -1.017 0.557 0.077 0.356
H 0.299901 -1.341923 0.592000 -0.458 -0.324 -0.752 0.314
N -2.350604 1.349754 -2.713793 0.158 3.223 -2.278 1.170
O -3.020293 2.322298 -3.065039 -0.089 -1.271 1.067 -0.436
O -2.179305 0.372653 -3.375631 -0.841 -2.928 -1.873 -0.516
O -1.536589 1.454580 -1.800631 1.479 0.721 3.182 -0.478

Entry 2:
10
Properties=species:S:1:pos:R:3:forces:R:3:mulliken_charge:R:1 method="wB97M-V/def2-TZVPD" spin_multiplicity=2 de_lowest_kj_mol=0.0 energy_ha=-429.74918 total_charge=0 lumo_ev="0.34 / -0.47" orbital_gap_ha="0.2445 / 0.3101" s_squared=0.75 mol_weight_g_mol=85.36 homo_energy_ev="-6.308 / -8.905"
C 0.544761 0.325550 0.428515 -0.233 0.221 0.463 -0.259
C -0.684983 -0.567306 0.547850 -0.119 -0.054 0.146 -0.375
O -1.582211 -0.307508 -0.475616 0.142 -0.106 -0.367 -0.734
Mg -0.895537 -0.084693 -2.245926 0.055 0.000 0.782 0.421
H 0.268990 1.370484 0.644789 0.091 -0.308 0.033 0.293
H 1.356040 -0.006631 1.090987 -0.148 0.132 -0.115 0.255
H -1.135814 -0.377864 1.542181 0.128 -0.040 -0.216 0.286
H -0.344701 -1.624337 0.562042 -0.085 0.207 -0.059 0.246
O 0.977342 0.245656 -0.938457 0.056 0.052 -0.689 -0.432
H 1.496113 1.026650 -1.156368 0.112 -0.106 0.022 0.299

Entry 3:
8
Properties=species:S:1:pos:R:3:forces:R:3:mulliken_charge:R:1 method="wB97M-V/def2-TZVPD" de_lowest_kj_mol=155.6 energy_ha=-133.87417 total_charge=0 lumo_ev=1.22 smiles=C1CN1 orbital_gap_ha=0.3953 mol_weight_g_mol=43.07 homo_energy_ev=-9.539
C 0.756833 -0.295419 0.063536 -0.928 -0.898 -4.823 -0.370
C -0.715143 -0.473062 0.031000 1.522 -0.462 -1.564 -0.319
H 1.308290 -0.330328 0.870570 2.251 -0.092 4.490 0.291
H 1.345901 -0.758128 -0.781205 -0.777 1.000 0.572 0.139
H -1.143063 -0.822668 0.971446 -0.598 0.353 -0.691 0.292
H -0.877330 -0.780952 -1.020954 -1.386 -0.798 1.335 0.248
H -0.210734 1.387789 0.756832 0.569 -1.091 -2.465 0.228
N -0.096172 0.845024 -0.194843 -0.654 1.989 3.146 -0.509

Please write out number 2 again, unchanged.
10
Properties=species:S:1:pos:R:3:forces:R:3:mulliken_charge:R:1 method="wB97M-V/def2-TZVPD" spin_multiplicity=2 de_lowest_kj_mol=0.0 energy_ha=-429.74918 total_charge=0 lumo_ev="0.34 / -0.47" orbital_gap_ha="0.2445 / 0.3101" s_squared=0.75 mol_weight_g_mol=85.36 homo_energy_ev="-6.308 / -8.905"
C 0.544761 0.325550 0.428515 -0.233 0.221 0.463 -0.259
C -0.684983 -0.567306 0.547850 -0.119 -0.054 0.146 -0.375
O -1.582211 -0.307508 -0.475616 0.142 -0.106 -0.367 -0.734
Mg -0.895537 -0.084693 -2.245926 0.055 0.000 0.782 0.421
H 0.268990 1.370484 0.644789 0.091 -0.308 0.033 0.293
H 1.356040 -0.006631 1.090987 -0.148 0.132 -0.115 0.255
H -1.135814 -0.377864 1.542181 0.128 -0.040 -0.216 0.286
H -0.344701 -1.624337 0.562042 -0.085 0.207 -0.059 0.246
O 0.977342 0.245656 -0.938457 0.056 0.052 -0.689 -0.432
H 1.496113 1.026650 -1.156368 0.112 -0.106 0.022 0.299